1.
{
  "formula": "C4H8O2",
  "method": "wB97M-V/def2-TZVPD",
  "symbols": ["C", "H", "H", "H", "H", "H", "O", "O", "C", "C", "C", "H", "H", "H"],
  "xyz": [[2.0946, -1.2879, 0.7062], [1.6715, -0.0499, 2.3802], [1.7894, -1.7078, 2.8340], [-1.3123, 1.3478, -2.6114], [-0.1510, 1.7233, -1.2630], [-2.0523, 1.8217, 0.3381], [-3.4150, 1.2215, -1.1383], [2.6407, -2.2394, 0.2061], [-2.1564, 1.5122, -0.6925], [-1.1725, 1.5838, -1.5704], [2.2421, -0.9715, 2.1726], [-4.0619, 1.3479, -0.4317], [1.6343, -0.5251, 0.0551], [3.2780, -0.7205, 2.3831]],
  "orbital_gap_ev": 9.8,
  "smiles": "C=CO.CC=O",
  "total_energy_ev": -8371.012,
  "de_lowest_ev": 2.270,
  "homo_ev": -9.183,
  "charge": 0
}


2.
{
  "formula": "C4H8O2",
  "method": "wB97M-V/def2-TZVPD",
  "symbols": ["H", "O", "C", "C", "C", "H", "H", "H", "C", "H", "H", "O", "H", "H"],
  "xyz": [[-2.0690, -1.7101, 0.9489], [-2.0096, -0.7579, 0.6581], [0.0111, 0.4069, -0.5211], [-0.4219, 1.7290, -0.0187], [0.9870, -0.3695, 0.2695], [1.2169, -1.8377, -1.1123], [0.2221, 0.3939, -1.5349], [2.2273, -2.0304, 0.5432], [1.4126, -1.5230, -0.0782], [-0.1770, 1.7422, 1.0806], [0.1380, 2.3996, -0.6104], [-1.4019, -0.6160, -0.5785], [1.3498, 0.1155, 1.1644], [-1.4855, 2.0577, -0.2106]],
  "orbital_gap_ev": 10.0,
  "smiles": "C=C[C@H](C)OO",
  "total_energy_ev": -8367.611,
  "de_lowest_ev": 5.671,
  "homo_ev": -9.045,
  "charge": 0
}